ORCA calculation (ωB97M-V/def2-TZVPD) on 7 unconnected molecules or ions with the total composition C27H29N7O14 at a distorted geometry.

Calculated values
- HOMO-LUMO gap: 8.8209 eV
- E_HOMO: -9.54 eV

Structure (ORCA input):
```
! RIJCOSX wB97M-V def2-TZVPD def2/J DEFGRID3
* xyz 0 1
O -4.64 3.47 -2.56
N -4.17 3.87 -3.59
O -4.67 4.73 -4.29
C -2.97 3.24 -4.14
C -2.68 3.33 -5.49
C -1.67 2.56 -6.04
C -0.82 1.87 -5.21
C -1.02 1.89 -3.82
C -2.12 2.53 -3.29
H -3.32 3.96 -6.10
H -1.51 2.61 -7.11
H -0.01 1.25 -5.57
H -0.35 1.26 -3.26
H -2.39 2.52 -2.24
O -4.05 -3.32 1.31
N -5.17 -2.90 1.08
O -6.20 -3.54 1.22
C -5.23 -1.56 0.55
C -6.42 -0.86 0.42
C -6.40 0.43 -0.08
C -5.20 1.09 -0.29
C -4.00 0.42 -0.05
C -4.03 -0.90 0.31
H -7.35 -1.34 0.70
H -7.37 0.91 -0.22
H -5.14 2.13 -0.59
H -3.08 0.98 -0.17
H -3.08 -1.35 0.58
O -0.14 2.09 -0.58
N -0.56 2.94 0.16
O -1.73 3.18 0.33
C 0.40 3.76 0.90
C 1.75 3.63 0.60
C 2.67 4.41 1.27
C 2.24 5.26 2.27
C 0.89 5.36 2.59
C -0.04 4.57 1.93
H 2.09 2.93 -0.15
H 3.72 4.29 1.06
H 2.96 5.86 2.83
H 0.55 6.10 3.29
H -1.08 4.67 2.21
O 2.22 -1.50 6.27
N 3.30 -1.97 5.96
O 4.14 -2.33 6.75
C 3.57 -2.09 4.51
C 2.60 -1.67 3.61
C 2.84 -1.80 2.26
C 4.11 -2.24 1.84
C 5.05 -2.65 2.75
C 4.77 -2.60 4.12
H 1.66 -1.28 3.98
H 2.04 -1.51 1.60
H 4.29 -2.27 0.77
H 6.04 -2.96 2.44
H 5.49 -2.95 4.85
C 1.02 -1.48 -1.03
N -0.23 -1.09 -1.74
O -0.25 -1.14 -2.96
O -1.12 -0.65 -1.03
H 0.84 -2.16 -0.20
H 1.33 -0.53 -0.61
H 1.70 -1.95 -1.74
C 6.24 -1.84 -2.14
N 5.63 -2.59 -0.99
O 4.43 -2.60 -0.90
O 6.39 -3.15 -0.24
H 7.21 -2.25 -2.37
H 6.28 -0.80 -1.83
H 5.52 -1.92 -2.94
C -1.13 -5.28 1.61
N -0.46 -4.45 0.58
O 0.04 -4.97 -0.39
O -0.36 -3.27 0.84
H -0.49 -5.21 2.49
H -1.22 -6.32 1.31
H -2.12 -4.86 1.78
*
```